This record from OMol25 describes 8 unconnected molecules or ions with the total composition C39H99F3N15O14P5. The level of theory is ωB97M-V/def2-TZVPD.

Values from the calculation:
Multiplicity: 2
<S²>: 0.76
Gap between HOMO and LUMO (alpha / beta), eV: 7.8803 / 2.9631
Net charge: +1
HOMO level (alpha / beta), eV: -9.923 / -9.923
DFT total energy, hartree: -5426.2124

Element x y z (Å)
C -3.997 -12.443 12.424
C -7.094 -12.113 20.546
H -2.999 -10.774 17.394
H -1.074 -18.672 16.728
H -4.918 -11.288 22.621
N -3.423 -9.426 14.645
H -2.494 -7.401 22.468
O -4.046 -8.214 19.204
H -5.176 -5.965 17.380
H 0.803 -11.302 25.015
H -4.562 -11.118 28.883
H -2.084 -8.530 21.140
H -10.764 -13.364 18.001
H -9.773 -8.328 21.041
H -6.040 -4.208 20.738
H -6.574 -12.435 13.490
H -2.998 -9.534 23.129
H -8.515 -12.678 25.741
C -0.230 -11.290 17.117
C -1.950 -7.522 21.531
H -1.068 -13.824 17.719
H -4.402 -13.716 23.055
H -2.886 -10.904 28.249
H -8.049 -14.403 26.095
H -5.338 -8.785 14.105
H -1.466 -20.197 17.647
C -9.414 -8.229 20.017
C -9.698 -13.242 18.193
H -4.739 -14.318 28.183
H -1.106 -17.891 20.519
H -6.619 -11.315 28.228
H -7.732 -11.750 22.952
C -2.261 -8.932 13.915
H -9.314 -11.144 22.854
H -4.671 -13.205 12.032
H -3.079 -12.918 12.769
H -4.212 -3.795 20.716
N -9.429 -11.831 18.389
H -6.861 -8.863 19.565
C -7.231 -12.082 27.753
C -7.579 -9.188 18.812
H -7.322 -13.625 24.705
H -0.541 -15.487 20.041
H 1.125 -9.881 26.675
C -1.512 -15.497 20.535
H -6.364 -10.914 12.510
O -10.837 -10.766 20.408
N -1.871 -18.273 18.581
F -4.406 -9.650 21.622
H -5.759 -12.967 17.246
O -0.221 -9.971 16.992
H 0.443 -17.336 17.838
O 1.817 -10.419 17.560
H -7.706 -8.496 17.980
O -3.584 -11.786 21.248
O -1.836 -10.817 22.013
H -8.706 -7.400 19.978
C 0.080 -10.190 26.712
C -5.623 -6.573 21.397
C -7.735 -13.438 25.696
H -1.549 -14.460 20.871
O 1.294 -8.282 16.955
N -8.862 -9.405 19.463
C -4.726 -15.404 25.565
O -3.694 -16.698 17.390
C -4.562 -8.663 14.860
C -2.855 -10.606 22.992
H -4.561 -4.287 17.490
H -2.668 -19.138 16.897
H -1.512 -15.999 21.503
H -3.828 -15.528 21.404
N -4.656 -11.408 16.197
H -1.466 -9.478 14.423
H -3.210 -14.684 23.857
C -3.923 -11.130 28.000
H -4.107 -5.213 16.018
H 0.704 -16.266 16.587
H -0.015 -11.661 16.115
C -1.395 -8.931 25.552
H -10.611 -10.330 17.492
C -3.940 -13.577 28.160
H -6.426 -11.262 20.417
P -9.496 -10.990 19.892
H -2.416 -14.332 16.741
C -0.102 -10.773 25.311
H 0.935 -11.277 19.121
P -3.684 -11.161 14.785
H -6.039 -12.512 15.573
H -4.707 -10.155 17.926
H -2.169 -9.130 12.847
C -4.038 -10.850 22.152
H -5.685 -15.686 26.000
C -1.729 -19.157 17.451
H -6.577 -6.730 20.895
H -3.978 -15.468 26.356
H -5.193 -4.059 19.321
H -7.632 -12.904 28.346
O -2.155 -8.017 25.372
O -0.956 -9.281 26.828
H -3.264 -12.971 24.080
C -5.041 -4.398 20.346
F 1.541 -12.638 17.737
H -3.837 -13.144 29.155
H -6.317 -10.874 14.263
H -8.872 -10.510 16.981
H -5.770 -5.955 22.283
N -4.296 -12.438 27.401
H -1.173 -11.665 17.516
C -1.094 -18.694 19.782
C 0.950 -11.486 18.051
N -4.632 -11.641 13.439
N -4.786 -5.876 20.451
N -2.642 -15.992 19.705
H -9.043 -13.841 17.560
H -2.006 -7.881 14.048
C -6.062 -11.478 13.392
O -5.015 -11.398 25.163
H -1.824 -5.701 16.373
C -3.899 -13.855 24.012
C -1.365 -14.533 16.946
H -6.584 -12.611 21.370
C -5.261 -12.725 16.307
N -2.194 -6.583 20.475
H -0.733 -14.269 16.098
H -8.076 -11.500 27.385
N -1.184 -15.890 17.428
C -8.379 -11.169 22.294
H -5.078 -9.015 15.754
O -2.416 -11.943 14.892
H -2.767 -11.156 23.930
O -0.689 -9.666 24.663
C 1.002 -9.454 17.187
N -8.438 -11.718 20.975
H -2.483 -5.039 21.851
C -2.006 -6.174 17.338
P -2.452 -16.697 18.229
H -7.833 -10.227 22.243
H -7.173 -12.738 19.656
N -4.695 -14.044 25.152
N -6.694 -12.810 26.609
H 0.068 -10.958 27.485
H -4.430 -16.068 24.753
H -4.525 -16.529 20.107
N -3.334 -5.854 18.004
H -4.560 -13.494 15.983
H -4.375 -7.645 15.202
C -9.808 -11.015 17.219
H -1.955 -7.203 16.980
H 0.695 -15.586 18.281
H -4.131 -10.302 27.322
H -0.029 -18.787 19.572
H -3.027 -14.111 27.898
C -4.390 -5.278 17.069
H -4.061 -11.712 18.257
F -0.969 -11.717 25.481
C -2.324 -11.519 20.897
H -2.061 -4.362 20.338
P -3.661 -6.764 19.486
C -1.858 -5.222 20.976
H -10.256 -7.900 19.408
H -0.789 -5.211 21.193
C -3.892 -15.669 20.325
H -7.186 -10.124 18.416
H -4.346 -14.754 19.944
H -9.618 -13.837 19.102
C 0.254 -16.294 17.579
H -9.949 -11.562 16.286
O -1.712 -11.861 19.918
P -5.186 -12.575 25.979
H -1.141 -6.093 17.996
H -3.907 -11.678 11.652
C -4.072 -10.930 17.497
H -0.904 -7.507 21.839
H -1.413 -19.584 20.324
H -5.259 -7.567 21.659

Atoms 1-3, force components in eV/Å:
C -0.5 0.7 -0.8
C -0.2 0.1 0.1
H -0.2 1.1 0.0

Here are the Mulliken charges for atoms 1 to 8, given in e: atom 1 (C): -1.118, atom 2 (C): -0.610, atom 3 (H): -0.524, atom 4 (H): 0.328, atom 5 (H): 0.367, atom 6 (N): 0.741, atom 7 (H): 0.453, atom 8 (O): 0.358

***

This record from OMol25 describes C21H35N3O4 in the gas phase. The level of theory is ωB97M-V/def2-TZVPD.

Values from the calculation:
Multiplicity: 1
SMILES: C=CCC1(C(=O)N[C@H](C)C(=O)NCC(C)C)CN(C(=O)[C@H](C)C2(O)CCC2)C1
Gap between HOMO and LUMO, eV: 9.6872
Net charge: 0
HOMO level, eV: -9.081
ΔE to the lowest compared entry with this formula, charge and spin, kcal/mol: 24.5
DFT total energy, hartree: -1286.4218

Element x y z (Å)
H -5.449 -0.636 -2.201
H -1.639 -0.302 -1.221
C 1.632 -0.190 -0.466
C 0.517 0.349 -1.340
H 1.702 -0.309 -3.108
H 3.216 -2.483 2.857
C 1.666 3.044 0.572
H -2.816 0.394 -3.082
H 0.395 2.478 -1.626
C 0.073 1.766 -0.864
H 1.073 0.290 5.564
H -1.018 1.801 -0.843
C 1.558 -0.248 3.043
C 1.760 2.261 5.021
C -4.500 -1.052 -2.532
O -3.291 -1.361 -5.689
H 2.909 -2.799 1.141
C 3.039 2.972 4.592
H -2.103 -2.374 -2.794
C -3.643 -0.189 -3.483
C 0.625 2.233 0.457
H 1.000 3.930 6.179
H 3.082 -0.362 1.528
H 3.444 2.554 3.668
H -4.066 -0.864 -5.970
H 2.189 3.421 -0.300
C 1.994 0.764 5.226
H 1.586 -2.914 2.315
C -4.549 -2.138 -3.629
O -0.191 -1.190 -5.125
O 2.801 -0.144 -0.798
H 2.031 3.356 1.542
C 2.169 -0.895 1.804
N 2.429 0.076 4.021
C -0.797 -1.271 -4.074
H -4.273 0.468 -4.086
H 2.755 0.608 5.995
H 0.136 1.872 1.358
H -0.974 -4.038 -4.216
H -3.941 -1.381 -1.656
H 0.276 -0.546 1.033
C -2.010 -2.171 -3.865
H -0.475 -1.655 -1.180
C 1.199 2.865 6.303
C -1.820 -3.481 -4.622
H 0.799 1.197 -3.402
H 3.806 2.889 5.367
H -2.711 -4.105 -4.547
C -3.313 -1.470 -4.286
H 1.911 2.755 7.126
H 1.012 2.362 4.229
H -4.467 -3.183 -3.333
H 2.856 4.033 4.421
H -5.425 -2.016 -4.268
H -1.622 -3.272 -5.669
N -0.432 -0.519 -3.002
H 3.412 -0.008 3.828
O 0.352 -0.069 3.141
N 1.223 -0.719 0.722
C 2.492 -2.367 2.050
H 0.267 2.380 6.596
C 0.801 0.252 -2.859
C -0.662 -0.649 -1.566

Atoms 1-3, force components in eV/Å:
H 0.0 0.0 0.0
H 0.0 0.0 0.0
C 0.1 0.0 -0.1

Here are the Mulliken charges for atoms 1 to 8, given in e: atom 1 (H): 0.442, atom 2 (H): 0.181, atom 3 (C): -0.886, atom 4 (C): 2.270, atom 5 (H): 0.339, atom 6 (H): 0.377, atom 7 (C): -0.828, atom 8 (H): -0.017

***

This record from OMol25 describes C3H7NO in the gas phase. The level of theory is ωB97M-V/def2-TZVPD.

Values from the calculation:
Multiplicity: 1
SMILES: NC[C@H]1CO1
Gap between HOMO and LUMO, eV: 10.2820
Net charge: 0
HOMO level, eV: -9.268
ΔE to the lowest compared entry with this formula, charge and spin, kcal/mol: 127.2
DFT total energy, hartree: -248.3238

Element x y z (Å)
H 0.792 0.793 2.319
H -1.469 -0.754 0.652
H 0.008 -1.532 1.204
H -0.856 0.984 2.384
O 0.042 1.129 -1.031
H 1.341 -0.378 -0.021
C 0.440 -0.331 -0.547
C 0.116 -0.033 -2.101
H 1.018 0.315 -2.931
C -0.366 -0.598 0.783
H -0.936 -0.360 -2.458
N -0.130 0.764 1.748

Atoms 1-3, force components in eV/Å:
H -2.1 -0.7 -1.6
H 0.9 0.6 0.2
H 0.2 0.3 0.4

Here are the Mulliken charges for atoms 1 to 8, given in e: atom 1 (H): 0.195, atom 2 (H): 0.343, atom 3 (H): 0.264, atom 4 (H): 0.202, atom 5 (O): -0.356, atom 6 (H): 0.252, atom 7 (C): -0.164, atom 8 (C): -0.175

***

This record from OMol25 describes 2 unconnected molecules or ions with the total composition H3OP. The level of theory is ωB97M-V/def2-TZVPD.

Values from the calculation:
Multiplicity: 3
<S²>: 2.00
Gap between HOMO and LUMO (alpha / beta), eV: 9.0526 / 9.1186
Net charge: 0
HOMO level (alpha / beta), eV: -8.043 / -10.185
ΔE to the lowest compared entry with this formula, charge and spin, kcal/mol: 7.5
DFT total energy, hartree: -418.2331

Element x y z (Å)
P -0.590 -0.192 0.670
H 1.176 -0.260 -0.275
H -1.036 1.015 1.303
H -0.570 -0.706 -2.269
O 1.020 0.143 0.571

Atoms 1-3, force components in eV/Å:
P -0.9 0.3 0.6
H 1.1 -0.3 -0.7
H 0.3 -0.2 0.1

Charges per atom according to Mulliken partitioning, unit e: atom 1 (P): 0.037, atom 2 (H): 0.328, atom 3 (H): 0.043, atom 4 (H): 0.004, atom 5 (O): -0.412

***

Max |F|
In order: 0.107, 0.006, 0.103, 0.028
Unit: Eh/bohr